A 11-piece molecular cluster, H22O11 overall. Source: the Open Molecules 2025 dataset; level of theory: ωB97M-V with the def2-TZVPD basis set.

Geometry as XYZ:
```
33
Properties=species:S:1:pos:R:3:forces:R:3
O 0.39987 0.85825 0.32117 -0.1 -0.1 0.1
H -0.50771 0.67471 0.05358 0.1 0.1 0.1
H 0.66489 0.06967 0.80789 0.0 0.0 -0.1
O 3.00936 2.82287 3.56337 -0.1 -0.2 0.1
H 2.33068 2.45991 2.98315 0.1 0.1 0.0
H 3.45338 2.04527 3.91998 0.0 0.1 0.0
O -0.20651 2.71164 -2.40823 -0.2 0.0 0.1
H -0.69206 3.41317 -1.95980 0.0 0.0 0.0
H -0.82983 1.97708 -2.43805 0.2 0.1 -0.1
O 1.66666 -2.17348 -2.03581 -0.4 -0.1 -0.5
H 2.59915 -2.41639 -2.05714 0.0 0.0 0.3
H 1.27151 -2.69792 -2.74137 0.3 0.1 -0.1
O 3.60462 3.49825 -0.91589 -0.1 0.2 0.0
H 2.71051 3.14561 -0.84377 0.0 -0.1 -0.1
H 3.47771 4.45287 -0.95563 0.1 -0.1 0.0
O 1.33277 -3.16477 0.43282 -0.2 -0.2 0.5
H 0.59806 -3.04480 -0.17939 0.3 0.1 0.0
H 1.00407 -3.80860 1.07033 0.0 0.0 0.1
O -3.38498 3.28485 -0.96636 -0.1 -0.2 0.1
H -3.19500 2.35541 -0.79592 0.2 0.1 -0.1
H -4.30058 3.39245 -0.68513 0.0 0.2 -0.1
O 4.41281 -2.41743 0.58211 0.1 0.0 0.2
H 4.72566 -3.08748 1.20030 0.0 0.1 -0.1
H 3.52861 -2.20081 0.89874 -0.1 -0.1 -0.2
O -1.60981 -2.99240 -1.79831 0.1 0.0 -0.1
H -0.70124 -2.67418 -1.84569 0.0 0.2 0.0
H -1.73915 -3.45762 -2.63247 -0.1 0.0 0.1
O -3.68910 0.58973 0.93664 0.1 0.1 -0.4
H -3.97354 0.13062 0.13833 0.0 -0.1 0.1
H -4.02284 1.48675 0.82281 0.0 0.0 0.3
O -4.05529 -1.91008 2.85995 0.0 -0.1 -0.1
H -3.62750 -1.06450 2.68392 -0.1 0.1 0.0
H -4.25517 -2.25864 1.98385 0.0 0.0 0.1
```
Forces are in eV/Å.

Results
Highest occupied orbital energy ... -10.82 eV
Energy above the lowest of the compared OMol25 structures with the same formula, charge and spin ... 250.73 kJ/mol
SMILES ... O.O.O.O.O.O.O.O.O.O.O

A 11-piece molecular cluster, H22O11 overall. Source: the Open Molecules 2025 dataset; level of theory: ωB97M-V with the def2-TZVPD basis set.

Geometry as XYZ:
```
33
Properties=species:S:1:pos:R:3:forces:R:3
O 0.39171 0.22985 -0.37358 0.0 0.2 0.0
H 0.97814 0.99276 -0.31821 0.1 -0.2 0.1
H -0.00275 0.30042 -1.25017 -0.2 -0.3 0.1
O 3.97279 -1.59142 0.30762 -0.1 -0.2 0.1
H 3.22889 -2.19050 0.17829 0.0 0.1 0.1
H 4.21813 -1.71812 1.23106 0.1 0.0 -0.1
O 3.18569 -1.90065 -2.68354 -0.2 -0.2 0.1
H 2.29547 -1.81868 -2.32330 0.1 0.1 -0.1
H 3.69861 -2.27479 -1.95834 0.2 0.2 -0.1
O -1.89020 -1.62644 1.47612 -0.4 -0.2 -0.6
H -1.57874 -2.29568 2.09587 -0.1 0.3 -0.1
H -1.15257 -1.00997 1.40641 -0.1 -0.1 0.2
O -0.20192 -0.89759 3.26026 0.6 -0.1 0.6
H -0.57238 -0.94164 4.14898 0.0 0.1 -0.1
H 0.64082 -1.35942 3.33432 0.1 0.2 0.0
O 2.15625 1.97235 2.90842 0.0 0.1 -0.2
H 1.86389 2.81955 3.26306 0.1 -0.1 0.0
H 1.69877 1.90156 2.06303 -0.1 -0.1 0.2
O -3.93614 -0.18093 -0.68786 0.0 0.4 0.0
H -3.40920 0.62398 -0.62916 0.0 -0.2 -0.1
H -4.19782 -0.35685 0.22295 0.1 -0.3 0.0
O 2.95910 2.33796 -1.26616 -0.4 -0.1 0.2
H 2.88911 2.29629 -0.30577 0.3 0.1 0.0
H 2.04849 2.25659 -1.57141 0.3 0.4 -0.2
O -2.95628 -3.49891 -1.27372 0.1 -0.2 -0.2
H -3.11467 -4.17956 -1.93751 0.0 0.1 0.1
H -2.11630 -3.10602 -1.53649 -0.1 0.1 0.2
O -3.76698 3.27829 -0.27723 0.3 -0.1 0.0
H -3.66492 2.39808 0.10197 -0.2 0.2 0.1
H -3.09696 3.80613 0.17160 -0.1 0.0 0.0
O -0.14390 2.11485 -2.92814 0.1 -0.1 0.3
H 0.53092 1.64966 -2.42098 -0.1 0.0 -0.4
H -0.95505 1.96888 -2.42841 -0.1 0.2 -0.1
```
Forces are in eV/Å.

Results
Highest occupied orbital energy ... -10.84 eV
Energy above the lowest of the compared OMol25 structures with the same formula, charge and spin ... 321.80 kJ/mol
SMILES ... O.O.O.O.O.O.O.O.O.O.O

A 11-piece molecular cluster, H22O11 overall in a non-equilibrium geometry. Source: the Open Molecules 2025 dataset; level of theory: ωB97M-V with the def2-TZVPD basis set.

Geometry as XYZ:
```
33
Properties=species:S:1:pos:R:3:forces:R:3
O -1.43372 0.32696 -0.54110 -0.6 -0.4 0.2
H -0.61522 0.00400 -0.14771 -0.4 -0.1 -0.2
H -1.56965 -0.24659 -1.30370 0.1 0.1 0.0
O -5.86983 -0.96895 -0.06234 0.0 0.1 -0.2
H -6.23416 -0.07872 -0.12344 0.0 -0.1 0.1
H -5.05390 -0.92401 -0.57345 -0.1 0.0 0.1
O 3.22762 -0.35021 -0.15193 3.2 -1.3 -4.7
H 2.60895 -0.52672 -0.86963 -0.1 0.1 -0.4
H 3.68835 -1.18770 -0.02818 0.5 0.1 -0.1
O 1.06343 0.72938 -0.95501 -0.1 0.9 0.3
H 0.82790 1.15469 -0.12277 0.1 0.3 0.0
H 1.77549 1.27673 -1.30481 0.0 0.1 0.4
O -2.39959 0.73325 2.52400 0.1 0.0 0.2
H -1.97326 -0.10143 2.74883 -0.1 0.1 -0.1
H -2.57719 1.14336 3.37797 0.0 0.0 -0.1
O -1.54748 5.44109 -1.40531 -0.1 -0.1 -0.2
H -1.72272 5.52733 -2.34916 0.0 0.1 0.1
H -1.86640 4.55805 -1.18730 0.0 0.1 0.1
O -1.72088 -4.06640 0.05340 -0.1 0.2 0.0
H -1.32039 -3.29183 0.46405 0.0 -0.2 0.0
H -2.49945 -3.71780 -0.39526 0.0 -0.1 0.1
O 2.86142 1.88749 2.62602 0.4 1.3 0.7
H 3.46776 2.08824 1.90419 -0.1 -0.1 0.2
H 2.14226 1.40647 2.20127 0.2 0.3 0.0
O 2.19003 -0.05207 1.51058 -3.2 -1.4 3.6
H 2.04874 -0.77909 0.89376 -0.3 0.4 0.7
H 2.41344 -0.48859 2.34036 -0.2 0.2 0.4
O 1.86839 -0.41044 -2.94446 0.5 -0.2 -0.5
H 1.39791 0.43008 -2.91039 -0.2 -0.3 -0.2
H 2.77946 -0.17798 -2.73256 0.1 -0.1 -0.4
O 1.56697 -3.30773 -0.46652 0.2 0.3 0.2
H 1.33498 -2.39392 -0.66682 -0.1 -0.1 -0.3
H 2.49620 -3.37342 -0.71394 -0.1 -0.1 -0.1
```
Forces are in eV/Å.

Results
Highest occupied orbital energy ... -10.42 eV
Energy above the lowest of the compared OMol25 structures with the same formula, charge and spin ... 508.99 kJ/mol
SMILES ... O.O.O.O.O.O.O.O.O.O.O